1.
The following is a DFT calculation (ωB97M-V with the def2-TZVPD basis set) of a cluster of 2 separate species, C17H23N2O9S in total.

## Properties
LUMO level in eV: 0.821
Total charge: -1
HOMO level in eV: -2.44
Maximum force in eV/Å: 5.289
Relative energy (zero: lowest compared OMol25 entry of this formula, charge and spin) in kJ/mol: 46.1

```
52
Properties=species:S:1:pos:R:3:forces:R:3:lowdin_charge:R:1
C -3.788157 -2.793472 0.781068 -0.177 0.257 0.061 -0.071
C -2.756717 -3.892524 0.821099 -0.194 0.260 0.063 -0.209
O -1.444693 -3.257307 0.907935 0.385 -1.315 -0.298 0.014
C -0.447424 -4.148095 0.784911 -0.763 -0.472 -0.604 -0.509
N 0.769824 -3.358855 0.683781 2.605 -0.202 0.323 0.163
N 1.807087 -4.017891 0.420955 -2.063 0.025 0.830 0.154
C 3.053225 -3.289142 0.667788 -0.215 1.289 -0.005 -0.504
O 3.179827 -2.307528 1.364127 -0.067 -1.458 -0.819 0.131
O 4.021703 -3.943041 0.005424 0.089 0.897 0.409 -0.001
C 5.299865 -3.235237 0.085507 -0.070 -0.124 -0.065 -0.210
C 6.296332 -3.940414 -0.804239 0.169 -0.170 -0.057 -0.078
O -0.549696 -5.353040 0.773220 0.272 1.155 0.080 0.111
H -4.776525 -3.228733 0.612171 0.054 -0.079 0.004 0.076
H -3.829162 -2.239974 1.724229 0.115 -0.020 -0.194 0.078
H -3.592363 -2.071831 -0.018086 0.070 -0.084 0.207 0.075
H -2.895778 -4.548015 1.692317 0.165 0.108 -0.276 0.126
H -2.791191 -4.498844 -0.094466 0.152 0.078 0.286 0.125
H 5.147252 -2.197963 -0.244235 -0.057 -0.299 0.203 0.131
H 5.628229 -3.232257 1.134527 -0.153 0.079 -0.306 0.129
H 7.220208 -3.356287 -0.827854 -0.076 -0.003 0.014 0.078
H 6.554703 -4.934466 -0.428809 -0.146 0.081 -0.024 0.077
H 5.941193 -4.040490 -1.834470 -0.063 0.065 0.194 0.081
C -1.658155 1.030008 4.352548 0.099 -0.010 0.424 -0.087
C -2.275191 0.717335 3.019066 0.478 0.663 -0.349 -0.239
O -1.541321 1.518955 2.054192 -0.729 -0.950 1.251 -0.042
C -1.948815 1.222675 0.803129 1.092 2.608 -2.943 -0.521
C -1.300092 2.048813 -0.233548 -0.607 0.329 5.244 -0.374
O -1.323813 1.644995 -1.478651 -0.250 -1.674 -4.038 -0.184
C -0.975290 0.241059 -1.845539 0.010 2.000 0.898 -0.020
S -0.240587 3.464845 0.221702 -1.540 -3.302 -1.141 0.717
C -0.156599 4.292138 -1.380087 0.139 0.144 -0.150 -0.267
C 1.070401 4.510592 -2.017030 -0.310 -0.032 -0.130 -0.058
C 1.087469 5.082329 -3.295522 -0.311 0.009 0.267 -0.096
C -0.113068 5.458615 -3.907454 0.051 -0.163 0.234 -0.108
C -1.331931 5.237679 -3.259777 0.152 -0.100 0.209 -0.087
C -1.354959 4.637181 -1.999467 0.095 0.310 -0.179 -0.064
O -0.906414 4.323910 1.177293 0.502 0.206 -0.085 -0.340
O 1.090024 2.950848 0.466048 0.987 0.984 0.423 -0.359
O -2.794648 0.353075 0.572680 0.001 -0.570 -0.007 -0.020
H -2.180993 0.484161 5.139286 -0.061 -0.006 0.100 0.064
H -0.608782 0.719732 4.381511 -0.109 0.122 -0.080 0.078
H -1.715762 2.100926 4.575473 0.038 -0.168 -0.075 0.078
H -2.171903 -0.345224 2.753427 -0.140 0.332 0.115 0.112
H -3.336052 1.009388 2.972098 0.253 -0.254 0.068 0.124
H -1.344943 0.163100 -2.860539 0.070 -0.196 -0.161 0.074
H 0.110896 0.144909 -1.793174 0.014 -0.221 -0.003 0.081
H -1.489850 -0.442908 -1.172785 0.058 -0.002 -0.015 0.060
H 1.999556 4.213106 -1.529341 -0.343 0.006 -0.041 0.106
H 2.038829 5.226830 -3.807875 -0.233 0.022 0.107 0.093
H -0.100443 5.914986 -4.893517 0.011 -0.064 0.093 0.089
H -2.275129 5.519175 -3.728793 0.270 -0.053 0.030 0.097
H -2.300196 4.442173 -1.492268 0.277 -0.041 -0.088 0.122
```
Forces are in eV/Å.

---

2.
The following is a DFT calculation (ωB97M-V with the def2-TZVPD basis set) of an isolated molecule of C17H23N3O4S2.

## Properties
LUMO level in eV: 0.243
HOMO level in eV: -8.95
Maximum force in eV/Å: 1.152
SMILES: COc1ccc(C(=O)NC2=NCCS2)cc1S(=O)(=O)N1CCCC[C@H]1C
Relative energy (zero: lowest compared OMol25 entry of this formula, charge and spin) in kJ/mol: 100.2

```
49
Properties=species:S:1:pos:R:3:forces:R:3:lowdin_charge:R:1
C -1.873150 -2.614037 -2.923658 0.028 -0.051 -0.256 -0.052
O -1.936549 -2.078568 -1.620034 0.148 0.019 0.151 -0.097
C -0.850830 -2.138404 -0.829492 0.225 -0.090 -0.121 -0.264
C 0.404164 -2.594239 -1.240021 -0.293 -0.027 -0.157 0.002
C 1.482935 -2.546661 -0.378578 -0.096 0.016 0.342 -0.065
C 1.335225 -2.072069 0.921783 -0.288 -0.271 -0.149 -0.211
C 2.485414 -2.084271 1.862170 0.076 0.124 -0.079 -0.429
O 2.509336 -2.716792 2.889240 -0.140 -0.080 0.166 0.116
N 3.600779 -1.359052 1.484599 0.391 -0.521 0.554 0.128
C 3.766003 -0.343671 0.587922 -0.278 0.818 -0.761 -0.605
N 4.882691 0.219836 0.438818 0.375 -0.586 0.715 0.027
C 4.912877 1.281363 -0.514970 -0.052 0.228 -0.330 -0.270
C 3.479405 1.644982 -0.963636 -0.202 -0.021 0.167 -0.404
S 2.401464 0.294201 -0.376706 0.245 0.190 -0.206 1.007
C 0.071967 -1.680970 1.355292 0.264 -0.087 0.043 0.001
C -0.995829 -1.691724 0.488311 -0.798 0.187 0.203 -0.156
S -2.581749 -1.101873 1.127610 -0.305 0.128 0.053 0.691
O -2.501444 -1.185118 2.556403 0.345 0.124 0.012 -0.278
O -3.650241 -1.782841 0.464828 0.250 0.070 -0.196 -0.257
N -2.681843 0.500083 0.740038 -0.086 -1.092 0.347 -0.200
C -2.841596 0.841806 -0.651498 -0.009 -0.086 -0.715 -0.179
C -1.523704 1.274493 -1.297307 -0.176 0.202 0.111 -0.161
C -0.893755 2.400939 -0.483333 0.134 -0.216 0.021 -0.189
C -0.694272 1.939689 0.958430 -0.192 0.021 -0.025 -0.151
C -2.010312 1.463034 1.588251 0.386 0.400 0.676 -0.374
C -2.953679 2.619533 1.927025 0.120 -0.331 -0.060 -0.030
H -1.167155 -2.059015 -3.550028 -0.019 -0.037 0.038 0.100
H -1.601064 -3.672970 -2.910097 0.004 0.046 0.027 0.102
H -2.878069 -2.506449 -3.327344 0.085 -0.027 -0.012 0.101
H 0.548670 -2.975956 -2.237737 -0.032 -0.013 -0.097 0.111
H 2.448305 -2.892568 -0.717786 0.090 -0.001 -0.046 0.128
H 4.408160 -1.494519 2.087055 -0.160 -0.018 -0.091 0.165
H 5.521755 0.956537 -1.365631 -0.037 0.125 0.017 0.111
H 5.407542 2.142088 -0.058541 -0.018 -0.003 -0.163 0.110
H 3.130623 2.571246 -0.508020 0.058 0.012 -0.066 0.066
H 3.384554 1.716072 -2.044406 0.002 0.049 0.013 0.067
H -0.093743 -1.362467 2.372313 0.046 0.013 0.159 0.134
H -3.252024 -0.043522 -1.136978 -0.094 0.218 -0.156 0.107
H -3.573045 1.653737 -0.730907 -0.003 -0.072 -0.005 0.129
H -0.829199 0.433006 -1.328355 0.003 -0.046 -0.077 0.093
H -1.714010 1.601033 -2.321164 0.003 -0.061 -0.054 0.117
H 0.070326 2.677490 -0.915957 -0.014 0.105 -0.008 0.100
H -1.537619 3.281573 -0.511643 0.010 0.109 -0.057 0.108
H -0.282331 2.749837 1.562169 0.064 -0.030 0.068 0.119
H 0.020221 1.113290 0.963905 0.038 0.063 0.050 0.065
H -1.795698 0.923792 2.515071 0.036 0.248 -0.060 0.130
H -3.189539 3.212730 1.048375 -0.065 0.136 -0.079 0.068
H -2.491927 3.264861 2.669732 0.044 0.106 0.042 0.083
H -3.878051 2.220526 2.334509 -0.113 0.011 0.054 0.087
```
Forces are in eV/Å.

---

3.
The following is a DFT calculation (ωB97M-V with the def2-TZVPD basis set) of an isolated molecule of C17H23N3O6S.

## Properties
LUMO level in eV: 0.466
HOMO level in eV: -9.04
Maximum force in eV/Å: 14.499
SMILES: Cc1ccc(S(=O)(=O)NCC(=O)OCC(=O)NC(=O)NC2CCCC2)cc1
Relative energy (zero: lowest compared OMol25 entry of this formula, charge and spin) in kJ/mol: 1572.1

```
50
Properties=species:S:1:pos:R:3:forces:R:3:lowdin_charge:R:1
C -4.593645 -1.568950 -2.029777 6.489 -6.110 -5.842 -0.067
C -3.319093 -1.518193 -1.188491 -2.385 -0.615 1.988 -0.091
C -2.063697 -1.006058 -1.660925 -7.660 -2.864 3.157 -0.034
C -1.087121 -1.062574 -0.795176 6.450 0.864 0.197 -0.139
C -1.301208 -1.557169 0.402772 -1.453 -0.209 6.950 -0.211
S 0.073586 -1.391865 1.688790 -4.297 2.385 0.671 0.853
O -0.482715 -0.804915 3.029428 1.978 -3.355 -4.116 -0.347
O 1.009410 -0.465927 1.050756 0.154 -1.813 0.990 -0.331
N 0.489510 -3.159718 1.616686 -1.131 4.460 6.870 -0.098
C 1.078936 -3.393053 0.360075 1.566 0.693 4.620 -0.189
C 2.323541 -2.652706 0.350639 4.760 0.244 -4.562 -0.506
O 3.294796 -2.639942 1.097778 -2.284 0.232 -0.007 0.117
O 2.408781 -2.262823 -0.953747 0.964 1.559 -0.170 -0.030
C 3.745704 -1.463577 -1.543329 -6.491 1.905 5.471 0.161
C 4.174709 -0.492233 -0.391132 -6.571 0.589 -5.146 -0.407
O 5.304485 -0.571364 -0.227336 5.393 0.904 3.014 0.174
N 3.246442 0.565953 0.035950 5.473 -2.954 1.115 0.197
C 2.123815 0.982891 -0.592595 1.635 -1.017 0.086 -0.701
O 1.595538 0.451074 -1.487235 -0.995 -3.994 -4.702 0.104
N 1.615055 2.105763 -0.235341 6.938 1.094 10.129 0.059
C 0.340130 2.317640 -0.344517 -6.202 8.077 -1.148 -0.296
C 0.329860 3.999317 -0.179051 2.998 1.672 -4.278 -0.207
C 0.008967 4.342482 1.201549 -1.600 2.813 1.164 -0.247
C -1.220592 3.397411 1.244518 3.529 -0.865 7.715 -0.180
C -0.807803 2.055404 0.672552 5.546 5.855 -0.496 -0.086
C -2.613265 -1.879232 1.079688 2.460 1.388 -10.183 -0.011
C -3.718248 -1.981216 0.322823 11.879 4.218 -7.164 0.085
H -5.219549 -0.922176 -1.836064 -5.729 7.399 2.242 -0.046
H -4.303606 -1.356778 -3.251399 -0.935 -0.855 3.323 0.155
H -5.296900 -2.452322 -1.961627 1.592 0.077 -0.117 0.100
H -2.005210 -0.933040 -2.627086 0.624 1.184 -5.337 0.060
H -0.017308 -0.764289 -1.123282 -1.794 -0.434 0.788 0.146
H 1.093898 -3.051501 2.561806 -0.694 -1.579 -2.952 0.171
H 0.339665 -3.324588 -0.298878 -2.410 1.281 -3.456 0.091
H 1.206416 -4.385848 0.458406 1.464 -3.782 -0.315 0.121
H 4.280100 -2.253152 -1.400440 4.324 -4.302 -0.605 0.059
H 3.268781 -1.127388 -2.388204 -0.186 0.939 -2.150 0.099
H 3.821392 0.951517 0.797509 -1.438 0.992 -0.328 0.167
H 2.001428 2.119289 0.945215 -1.645 1.002 -4.064 0.274
H 0.147100 2.298464 -1.379541 -1.042 -0.917 -1.227 0.142
H 1.390793 4.436385 -0.516937 -2.040 -1.124 0.447 0.134
H -0.410340 4.590055 -0.910074 1.189 -1.636 1.581 0.145
H -0.304923 5.536283 1.186284 0.737 -3.035 0.528 0.155
H 0.782288 4.198263 2.099679 -1.559 -0.029 -2.240 0.142
H -1.358779 3.307504 2.449648 -0.426 -0.251 -2.606 0.155
H -2.114013 3.697760 0.887150 -2.591 1.514 -1.514 0.066
H -1.579501 1.856325 0.205466 -7.152 -3.653 -4.497 0.037
H -0.351686 1.404673 1.209733 1.534 -4.404 4.552 0.033
H -2.707560 -2.020665 1.976268 -0.015 -1.593 9.968 0.010
H -4.618345 -2.151189 0.391011 -8.948 -1.951 1.658 0.008
```
Forces are in eV/Å.

---

4.
The following is a DFT calculation (ωB97M-V with the def2-TZVPD basis set) of a cluster of 7 separate species, C17H23N5O14 in total.

## Properties
LUMO level in eV: -1.830
HOMO level in eV: -9.88
Maximum force in eV/Å: 4.525
SMILES: O=C1C=CC(=O)C=C1.O=C1C=CC(=O)C=C1.C[N+](=O)[O-].C[N+](=O)[O-].C[N+](=O)[O-].C[N+](=O)[O-].C[N+](=O)[O-]
Relative energy (zero: lowest compared OMol25 entry of this formula, charge and spin) in kJ/mol: 61.3

```
59
Properties=species:S:1:pos:R:3:forces:R:3:lowdin_charge:R:1
O -4.231483 -1.930041 -1.866722 -0.838 3.558 1.045 0.068
C -4.306237 -0.709073 -1.561501 0.730 -1.380 -2.195 -0.324
C -3.125461 0.003417 -1.032879 0.134 3.051 1.839 0.024
C -3.136221 1.347004 -0.600856 1.377 -4.243 -0.758 0.039
C -4.219528 2.254813 -0.887972 -1.145 -2.054 -0.628 -0.415
O -4.221368 3.414966 -0.625727 -0.153 1.508 0.306 0.141
C -5.369008 1.552308 -1.573308 -0.025 0.827 0.100 0.016
C -5.410045 0.272316 -1.914882 -0.221 -1.322 0.652 0.011
H -2.208928 -0.552074 -0.899472 -0.032 -0.272 0.136 0.094
H -2.252411 1.669874 -0.070731 0.082 0.432 -0.141 0.102
H -6.235246 2.164704 -1.775780 -0.012 0.229 -0.114 0.116
H -6.332613 -0.080983 -2.351287 0.083 -0.402 -0.170 0.112
O 3.495712 2.651516 0.736366 -1.118 -0.074 -1.108 0.087
C 2.420298 3.138596 0.385755 0.515 -0.306 0.581 -0.379
C 1.894193 4.280982 1.091123 -2.147 2.575 0.639 0.019
C 0.626173 4.736775 0.945749 1.500 0.693 0.458 0.011
C -0.301041 4.282049 -0.053180 -1.702 -0.121 -0.375 -0.380
O -1.414472 4.808295 -0.190666 1.959 -1.136 -0.164 0.108
C 0.239115 3.159790 -0.856804 1.041 -1.301 -0.063 0.044
C 1.485044 2.632587 -0.661087 -0.615 0.481 -0.169 0.032
H 2.444361 4.974048 1.710294 0.903 -0.775 0.285 0.121
H 0.305260 5.644695 1.434718 0.054 0.015 0.365 0.123
H -0.434798 2.661669 -1.538066 -0.011 0.098 -0.355 0.103
H 1.880493 1.816553 -1.247690 -0.391 -0.189 -0.176 0.088
C -1.838573 -1.120717 2.556765 -0.397 0.298 0.266 0.027
N -2.632850 -2.258931 1.992422 0.339 0.158 0.629 -0.441
O -2.136430 -2.959827 1.136414 0.028 0.062 -0.066 0.056
O -3.745487 -2.390613 2.460217 -0.152 -0.270 -0.309 0.059
H -0.847045 -1.410031 2.905001 -0.257 -0.310 -0.477 0.062
H -2.423768 -0.764486 3.404553 0.162 0.110 -0.254 0.094
H -1.777426 -0.381668 1.757919 0.144 -0.044 0.160 0.076
C -0.031310 -1.363255 -4.420364 -0.049 1.241 1.042 0.082
N 0.001357 -0.175445 -3.455343 -0.036 -1.246 -0.281 -0.432
O -1.044911 0.401902 -3.288363 -0.082 0.621 0.027 0.062
O 1.035127 0.028364 -2.862492 0.304 0.451 0.051 0.049
H 0.087411 -0.926789 -5.412080 -0.044 -0.304 0.043 0.101
H -1.038769 -1.728563 -4.221186 0.321 -0.530 -0.480 0.099
H 0.810081 -1.975702 -4.096228 -0.347 -0.195 -0.389 0.094
C 4.298413 -4.961039 -1.480314 1.305 0.508 0.414 0.049
N 4.385605 -3.763797 -2.367555 -2.897 -0.383 -1.810 -0.422
O 4.222169 -3.963696 -3.583556 1.025 0.419 1.661 0.051
O 4.289015 -2.678689 -1.828503 0.903 -0.122 -0.157 0.042
H 4.168769 -5.863038 -2.078381 -0.166 0.320 0.230 0.102
H 3.557988 -4.714224 -0.719426 -0.218 -0.327 -0.386 0.103
H 5.255938 -4.939401 -0.959950 0.046 -0.446 0.039 0.099
C 1.906262 -0.244137 5.192678 -0.487 0.466 0.148 0.045
N 0.480669 0.002299 4.869220 -1.448 -1.637 0.887 -0.435
O 0.151665 0.979925 4.236629 0.109 -0.350 0.174 0.074
O -0.289853 -0.884756 5.298323 0.803 1.583 -0.891 0.026
H 2.236563 -0.936461 4.418292 0.363 0.323 0.079 0.089
H 1.893763 -0.722042 6.172252 0.223 0.088 -0.208 0.100
H 2.345265 0.753486 5.203962 0.485 -0.430 -0.193 0.102
C 2.701491 -0.777975 0.050638 0.328 0.013 -0.658 0.047
N 1.391026 -0.747221 0.838037 0.163 0.362 0.104 -0.348
O 1.423101 -1.044366 2.039188 -0.060 0.385 -1.703 0.038
O 0.384453 -0.396144 0.213104 1.526 -0.603 1.089 0.048
H 3.135523 0.205742 -0.128300 -0.812 0.494 0.365 0.077
H 2.502649 -1.182548 -0.941776 -0.285 -0.101 0.284 0.070
H 3.550327 -1.290940 0.502809 -0.809 -0.495 0.581 0.093
```
Forces are in eV/Å.

---

- Look up the maximum force of the fourth one.
  4.525 eV/Å

---

- Which of these has the highest relative energy (zero: lowest compared OMol25 entry of this formula, charge and spin)?
  C17H23N3O6S

---

- Among the records above, which one has the highest LUMO level?
  C17H23N2O9S

---

- Which of these has the lowest LUMO level?
  C17H23N5O14